[1]
# C28H14Cl5FN2O3V

A molecular structure, C28H14Cl5FN2O3V (ωB97M-V with the def2-TZVPD basis set, the Open Molecules 2025 dataset).

Geometry as XYZ:
```
54
Properties=species:S:1:pos:R:3:forces:R:3
V 0.002 -0.095 0.743 -0.3 0.0 0.2
Cl -5.996 3.325 -1.302 0.0 0.0 0.0
C -4.701 2.480 -0.539 0.0 0.0 0.0
C -4.354 2.793 0.779 0.0 0.0 0.0
C -3.327 2.126 1.409 0.1 0.0 0.0
C -2.603 1.152 0.719 -0.1 0.1 -0.1
O -1.605 0.517 1.328 0.4 -0.1 -0.1
C -2.956 0.832 -0.605 0.1 0.0 0.1
C -2.327 -0.276 -1.263 0.0 0.0 0.0
N -1.210 -0.793 -0.884 0.0 -0.1 0.0
C -0.797 -2.044 -1.407 0.0 0.0 0.0
C -0.972 -2.538 -2.668 0.0 0.0 0.0
C -0.546 -3.856 -2.957 0.0 0.0 0.0
C 0.023 -4.648 -2.001 0.0 0.0 0.0
C 0.235 -4.145 -0.693 0.0 0.0 0.0
C 0.817 -4.864 0.374 0.0 0.0 0.0
C 0.991 -4.255 1.588 0.0 0.0 0.0
C 0.627 -2.910 1.743 0.0 0.0 0.0
N 0.065 -2.219 0.771 0.1 0.0 0.1
C -0.154 -2.826 -0.427 0.0 0.0 0.0
C -4.029 1.493 -1.219 0.0 0.0 0.0
H -4.908 3.562 1.301 0.0 0.0 0.0
H -3.057 2.349 2.432 0.0 0.0 0.0
H -2.874 -0.746 -2.079 0.0 0.0 0.0
H -1.425 -1.936 -3.445 0.0 0.0 0.0
H -0.686 -4.239 -3.959 0.0 0.0 0.0
H 0.327 -5.660 -2.233 0.0 0.0 0.0
H 1.125 -5.891 0.223 0.0 0.0 0.0
H 1.433 -4.780 2.423 0.0 0.0 0.0
H 0.821 -2.385 2.671 0.0 0.0 0.0
H -4.322 1.236 -2.229 0.0 0.0 0.0
Cl 6.452 0.773 2.378 0.0 0.0 0.0
C 4.741 0.790 2.367 0.0 0.0 0.0
C 4.042 1.465 3.396 0.0 0.0 0.0
Cl 4.915 2.250 4.642 0.0 0.0 0.0
C 2.656 1.498 3.409 0.0 0.1 0.0
Cl 1.756 2.293 4.628 0.0 0.0 0.0
C 1.979 0.853 2.375 0.1 -0.1 0.0
O 0.664 0.751 2.237 0.0 -0.1 0.0
C 2.666 0.181 1.363 0.0 0.1 0.0
O 1.843 -0.417 0.523 -0.4 0.1 -0.1
C 4.060 0.141 1.349 0.0 0.0 -0.1
Cl 4.853 -0.703 0.087 0.0 0.0 0.0
F 0.837 4.534 -3.132 0.0 0.0 0.0
C 0.659 3.517 -2.281 0.0 0.0 0.0
C 1.008 2.240 -2.692 0.0 0.0 0.0
C 0.821 1.188 -1.815 0.0 0.0 0.0
C 0.281 1.421 -0.553 0.2 0.1 -0.1
C -0.036 2.711 -0.150 0.0 0.0 0.0
C 0.149 3.774 -1.026 0.0 0.0 0.0
H 1.429 2.092 -3.677 0.0 0.0 0.0
H 1.116 0.191 -2.122 0.0 0.0 0.0
H -0.419 2.907 0.843 0.0 0.0 0.0
H -0.088 4.790 -0.739 0.0 0.0 0.0
```
Positions in Å, forces in eV/Å.

Energy relative to the best compared isomer or geometry (same formula, charge and spin) = 0.0000 eV
Frontier orbital gap (spin up / spin down) = 6.28 / 6.28 eV
Molecular weight = 673.64 Da
Total charge = +1

---

[2]
# C28H16BrN6O5Ru

A molecular structure, C28H16BrN6O5Ru at a distorted geometry (ωB97M-V with the def2-TZVPD basis set, the Open Molecules 2025 dataset).

Geometry as XYZ:
```
57
Properties=species:S:1:pos:R:3:forces:R:3
Ru 0.350 0.441 0.200 0.3 -2.0 -2.6
C 3.645 -1.455 2.256 0.0 -0.1 0.0
C 3.256 -2.793 2.302 0.1 0.0 0.0
C 1.939 -3.094 2.102 0.0 0.0 0.0
C 1.005 -2.084 1.817 0.2 -0.1 -0.1
N 1.398 -0.796 1.692 -0.1 0.4 0.5
C 2.694 -0.519 1.950 -0.1 0.0 0.1
N -0.294 -2.527 1.747 -0.1 0.3 0.1
C -1.277 -1.837 1.305 -0.1 -0.2 -0.1
N -1.264 -0.658 0.597 0.2 0.3 0.3
C -2.555 -0.243 0.385 -0.1 -0.2 -0.2
N -2.979 0.826 -0.181 0.2 0.0 0.2
C -2.193 1.909 -0.473 0.0 0.1 -0.1
C -2.812 2.875 -1.286 0.0 0.0 0.0
C -2.208 4.075 -1.528 0.0 0.1 0.0
C -0.980 4.336 -0.916 0.0 0.0 0.0
C -0.406 3.344 -0.171 0.0 0.0 0.1
N -0.951 2.121 0.025 0.0 0.2 0.5
C -3.475 -1.267 0.933 0.1 0.1 0.0
C -4.852 -1.313 0.997 0.0 -0.1 0.0
C -5.419 -2.405 1.648 0.0 0.0 0.0
C -4.623 -3.397 2.220 0.0 0.0 0.0
C -3.235 -3.331 2.160 0.0 0.0 0.0
C -2.686 -2.251 1.500 0.1 0.1 0.0
H 4.662 -1.145 2.441 0.0 0.0 0.0
H 3.975 -3.576 2.504 0.0 0.0 0.0
H 1.562 -4.105 2.152 0.0 0.0 0.0
H 2.975 0.519 1.905 0.0 0.0 0.0
H -3.777 2.619 -1.696 0.0 0.0 0.0
H -2.684 4.814 -2.158 0.0 0.0 0.0
H -0.477 5.286 -1.021 0.0 0.0 0.0
H 0.539 3.522 0.310 0.0 0.0 0.0
H -5.456 -0.532 0.557 0.0 0.0 0.0
H -6.495 -2.483 1.722 0.0 0.0 0.0
H -5.097 -4.230 2.723 0.0 0.0 0.0
H -2.605 -4.087 2.610 0.0 0.0 0.0
O -0.093 -3.120 -4.827 -0.2 -0.1 -0.3
C 0.148 -2.344 -3.955 0.4 0.1 0.5
C 1.169 -2.560 -2.815 -0.3 0.5 -0.2
O 1.925 -3.486 -2.711 0.3 -0.3 0.1
C 0.979 -1.386 -1.938 0.6 -0.6 0.1
C 0.048 -0.528 -2.443 -0.5 0.3 0.1
O -0.270 0.552 -1.771 0.2 0.6 0.4
C -0.485 -0.964 -3.726 -0.3 0.1 -0.5
O -1.253 -0.409 -4.483 0.2 -0.1 0.3
O 1.586 -1.119 -0.823 -0.7 0.7 0.9
Br 4.247 4.403 2.004 0.0 0.0 0.0
C 3.652 3.284 0.614 0.0 0.0 0.0
C 4.307 3.248 -0.609 0.0 0.0 0.0
C 3.808 2.407 -1.585 0.0 0.0 0.0
C 2.687 1.637 -1.315 -0.1 -0.1 -0.1
N 2.070 1.671 -0.133 0.1 0.2 0.0
C 2.546 2.486 0.818 0.0 0.0 -0.1
H 5.178 3.864 -0.785 0.0 0.0 0.0
H 4.279 2.339 -2.555 0.0 0.0 0.0
H 2.259 0.975 -2.054 0.0 0.0 0.0
H 2.017 2.491 1.763 0.0 0.0 0.0
```
Positions in Å, forces in eV/Å.

Energy relative to the best compared isomer or geometry (same formula, charge and spin) = 1.0432 eV
Frontier orbital gap (spin up / spin down) = 6.53 / 6.10 eV
Spin multiplicity = 2
Molecular weight = 697.45 Da

---

[3]
# C28H17N7O8S2SeW

A molecular structure, C28H17N7O8S2SeW at a distorted geometry (ωB97M-V with the def2-TZVPD basis set, the Open Molecules 2025 dataset).

Geometry as XYZ:
```
64
Properties=species:S:1:pos:R:3:forces:R:3
W 10.663 12.110 13.828 -0.4 0.0 1.1
O 11.278 10.710 12.529 0.1 0.3 0.0
C 11.676 9.442 12.591 0.0 0.3 0.1
C 11.282 8.590 11.566 -0.3 -0.1 -0.3
C 11.704 7.277 11.560 0.1 -0.2 0.1
C 12.542 6.779 12.567 -0.2 0.1 -0.3
C 12.970 7.644 13.544 0.3 0.0 0.5
C 12.550 8.976 13.574 0.0 0.4 0.3
C 13.111 9.898 14.553 -0.3 0.4 -0.3
N 12.771 11.125 14.693 -0.2 -0.3 0.0
C 13.503 11.922 15.696 -0.3 0.0 -0.5
C 12.702 13.187 15.928 -0.4 0.1 -0.1
N 11.298 12.765 15.827 -0.2 -0.2 -0.4
C 10.638 12.540 16.907 0.1 0.1 0.3
C 9.502 11.662 16.990 0.5 0.2 0.0
C 8.552 11.741 17.996 -0.2 0.0 0.6
C 7.506 10.839 18.004 0.1 0.0 0.1
C 7.462 9.830 17.036 -0.6 0.0 0.5
C 8.414 9.728 16.055 -0.5 -0.7 0.1
C 9.411 10.662 16.027 0.5 0.1 -0.5
O 10.281 10.598 15.017 0.2 0.2 -0.2
H 10.636 8.990 10.781 0.2 -0.2 0.2
H 11.383 6.621 10.759 0.0 0.0 0.0
H 12.857 5.744 12.556 0.0 0.1 0.0
H 13.654 7.324 14.330 -0.1 -0.1 -0.2
H 13.922 9.525 15.180 0.0 -0.1 0.0
H 14.488 12.178 15.329 0.3 0.0 -0.1
H 13.589 11.345 16.606 0.1 -0.2 0.3
H 12.895 13.928 15.165 0.1 0.1 -0.1
H 12.895 13.622 16.902 0.0 0.1 0.2
H 11.042 12.973 17.825 -0.1 0.0 0.0
H 8.641 12.518 18.756 -0.1 -0.2 -0.2
H 6.726 10.906 18.750 0.1 0.0 0.0
H 6.646 9.119 17.072 0.0 0.0 -0.1
H 8.380 8.970 15.283 0.0 0.0 0.0
S 8.348 12.925 14.575 0.1 -0.5 -0.2
C 8.573 14.335 15.540 0.7 0.8 0.0
C 7.697 14.581 16.646 -0.1 -0.1 0.0
N 7.012 14.708 17.563 0.1 0.0 -0.2
C 9.619 15.150 15.244 -0.6 0.2 0.6
S 10.708 14.741 13.964 0.3 -0.6 -0.4
C 9.897 16.346 16.017 0.1 -0.3 -0.2
N 10.179 17.260 16.659 -0.2 -0.3 -0.2
O 9.678 12.640 11.971 0.2 0.4 -0.4
C 8.907 11.642 11.947 0.4 0.2 0.5
O 8.879 10.963 13.008 -0.1 0.0 0.0
C 8.136 11.245 10.772 0.0 0.0 0.5
C 7.212 10.234 10.961 -0.1 -0.1 0.2
C 6.487 9.828 9.875 -0.6 -0.8 0.1
C 6.642 10.357 8.618 0.1 0.1 0.0
C 7.575 11.358 8.504 0.2 0.5 -1.0
C 8.338 11.835 9.542 0.0 0.1 0.0
N 7.787 11.959 7.155 0.0 0.1 -0.1
O 8.608 12.848 7.062 -0.2 -0.2 0.1
O 7.123 11.518 6.240 0.1 0.0 0.2
N 5.493 8.734 10.067 -0.1 0.1 -0.2
O 4.837 8.410 9.095 0.2 0.0 0.4
O 5.408 8.254 11.177 0.0 0.0 -0.2
H 7.043 9.772 11.928 0.1 0.1 -0.1
H 6.084 10.006 7.769 -0.1 0.0 -0.1
H 9.049 12.636 9.386 0.0 -0.1 0.1
Se 12.618 12.883 12.326 0.9 0.1 -0.7
C 13.212 14.640 12.242 -0.6 -0.6 0.3
N 13.713 15.657 12.067 0.2 0.6 0.0
```
Positions in Å, forces in eV/Å.

Energy relative to the best compared isomer or geometry (same formula, charge and spin) = 0.1690 eV
Frontier orbital gap = 6.63 eV
Molecular weight = 906.42 Da